The following is a DFT calculation (the ωB97M-V functional and the def2-TZVPD basis) of a cluster of 2 separate species, C5H13N2O in total.

Geometry as ORCA input:
```
! wB97M-V def2-TZVPD RIJCOSX def2/J DEFGRID3
* xyz 1 3
C -0.89 -0.33 0.03
C 0.06 0.65 0.33
C -1.43 -1.42 1.01
C -1.49 -0.46 -1.34
C 0.63 1.60 -0.66
N 2.57 -0.83 0.18
N 0.42 1.00 1.52
O 1.29 -1.04 0.27
H -2.54 -1.44 1.26
H -1.00 -1.29 2.01
H -1.24 -2.42 0.72
H -1.06 -1.22 -1.97
H -1.59 0.47 -1.84
H -2.46 -0.83 -1.25
H 0.93 2.64 -0.35
H -0.02 1.82 -1.51
H 1.59 1.16 -1.09
H 3.05 -0.91 -0.71
H 0.13 0.47 2.29
H 2.95 -0.19 0.90
H 1.40 1.16 1.65
*
```

Output
relative energy (zero: lowest compared OMol25 entry of this formula, charge and spin) = 0.915 eV
gap between HOMO and LUMO (spin up / spin down) = 9.673 / 8.415 eV
lowest unoccupied orbital energy (spin up / spin down) = -3.033 / -6.426 eV
<S²> = 2.01
E_HOMO (spin up / spin down) = -12.71 / -14.84 eV

Atom charges from the natural (NBO) analysis, given in e for atoms 1 to 4: 0.23 0.36 -0.68 -0.69

---

The following is a DFT calculation (the ωB97M-V functional and the def2-TZVPD basis) of the molecule C4H8O2.

Geometry as ORCA input:
```
! wB97M-V def2-TZVPD RIJCOSX def2/J DEFGRID3
* xyz 0 1
C 1.63 -0.47 -1.01
O 0.39 0.20 -1.00
C -0.54 -0.42 -0.17
C -0.40 -0.15 1.31
C -1.45 0.56 0.48
O -1.30 1.89 0.11
H 1.51 -1.49 -1.41
H 2.04 -0.55 0.01
H 2.31 0.09 -1.64
H -0.87 -1.39 -0.54
H 0.45 0.43 1.64
H -0.75 -0.92 1.99
H -2.47 0.30 0.72
H -0.55 1.91 -0.50
*
```

Output
SMILES = CO[C@H]1C[C@H]1O
relative energy (zero: lowest compared OMol25 entry of this formula, charge and spin) = 2.365 eV
gap between HOMO and LUMO = 10.403 eV
lowest unoccupied orbital energy = 1.008 eV
E_HOMO = -9.40 eV

Atom charges from the natural (NBO) analysis, given in e for atoms 1 to 4: -0.24 -0.54 0.05 -0.49

---

The following is a DFT calculation (the ωB97M-V functional and the def2-TZVPD basis) of a cluster of 2 separate species, C4H11NOS in total.

Geometry as ORCA input:
```
! wB97M-V def2-TZVPD RIJCOSX def2/J DEFGRID3
* xyz 0 1
C -0.81 -1.45 -0.31
C 1.60 -0.87 0.40
C -0.46 0.42 1.26
C 0.19 -0.36 0.16
N 1.05 2.00 -0.60
O -2.11 1.37 -1.08
S 0.29 0.86 -1.26
H -0.83 -1.78 -1.39
H -0.53 -2.36 0.26
H -1.77 -1.15 -0.18
H 2.35 -0.27 -0.21
H 1.70 -1.92 -0.05
H 1.96 -0.96 1.56
H -0.68 -0.43 1.90
H 0.18 1.16 1.67
H -1.33 0.81 0.77
H 1.08 2.94 -1.08
H -1.88 1.97 -1.82
*
```

Output
relative energy (zero: lowest compared OMol25 entry of this formula, charge and spin) = 4.788 eV
gap between HOMO and LUMO (spin up / spin down) = 7.618 / 8.822 eV
lowest unoccupied orbital energy (spin up / spin down) = -0.963 / -0.723 eV
E_HOMO (spin up / spin down) = -8.58 / -9.55 eV

Atom charges from the natural (NBO) analysis, given in e for atoms 1 to 4: -0.63 -0.65 -0.65 -0.13

---

The following is a DFT calculation (the ωB97M-V functional and the def2-TZVPD basis) of a cluster of 2 separate species, C3H7O3 in total.

Geometry as ORCA input:
```
! wB97M-V def2-TZVPD RIJCOSX def2/J DEFGRID3
* xyz -1 1
C -0.72 -0.50 -1.48
O -1.10 -1.02 -0.23
C 0.69 -0.95 -1.84
H -0.72 0.59 -1.38
H -1.47 -0.76 -2.23
H 0.91 -0.71 -2.88
H 0.70 -2.04 -1.76
H 1.39 -0.53 -1.13
O 0.77 1.87 0.85
C 0.11 1.07 1.51
O 0.31 -0.17 1.62
H -0.77 1.51 2.05
H -0.41 -0.74 0.46
*
```

Output
relative energy (zero: lowest compared OMol25 entry of this formula, charge and spin) = 0.825 eV
gap between HOMO and LUMO = 9.002 eV
lowest unoccupied orbital energy = 4.316 eV
E_HOMO = -4.69 eV

Atom charges from the natural (NBO) analysis, given in e for atoms 1 to 4: -0.06 -0.79 -0.64 0.15

---

The following is a DFT calculation (the ωB97M-V functional and the def2-TZVPD basis) of a cluster of 2 separate species, C5H10IN in total.

Geometry as ORCA input:
```
! wB97M-V def2-TZVPD RIJCOSX def2/J DEFGRID3
* xyz 0 1
C 0.87 -1.71 0.46
C -0.21 -0.94 1.21
I -2.08 -1.80 1.65
C 0.08 0.34 1.48
N 1.31 0.95 1.47
H 0.45 -2.62 0.10
H 1.23 -0.96 -0.44
H 1.68 -2.12 1.11
H -0.82 0.79 1.88
H 2.01 0.41 0.99
H 1.34 1.90 1.61
C -1.81 1.19 -1.22
C -1.03 0.16 -1.52
H -1.70 2.23 -1.57
H -2.62 1.23 -0.56
H -0.14 0.29 -2.25
H -1.07 -0.82 -1.04
*
```

Output
SMILES = C/C(I)=C\N.C=C
relative energy (zero: lowest compared OMol25 entry of this formula, charge and spin) = 1.231 eV
gap between HOMO and LUMO = 8.465 eV
lowest unoccupied orbital energy = 0.650 eV
E_HOMO = -7.81 eV

Atom charges from the natural (NBO) analysis, given in e for atoms 1 to 4: -0.69 -0.25 0.13 -0.03

---

The following is a DFT calculation (the ωB97M-V functional and the def2-TZVPD basis) of the molecule C4H10ClN.

Geometry as ORCA input:
```
! wB97M-V def2-TZVPD RIJCOSX def2/J DEFGRID3
* xyz 0 1
C -1.44 1.64 0.08
C -0.53 0.49 -0.28
C -0.96 -0.83 0.34
N -2.23 -1.22 -0.19
C 0.94 0.90 0.02
Cl 2.20 -0.46 -0.02
H -2.46 1.25 -0.21
H -1.18 2.49 -0.53
H -1.39 1.87 1.17
H -0.58 0.40 -1.33
H -0.97 -0.73 1.46
H -0.21 -1.61 0.12
H -2.31 -1.94 -0.87
H -2.92 -1.46 0.56
H 0.95 1.25 1.05
H 1.22 1.64 -0.67
*
```

Output
SMILES = C[C@H](CN)CCl
relative energy (zero: lowest compared OMol25 entry of this formula, charge and spin) = 0.536 eV
gap between HOMO and LUMO = 10.250 eV
lowest unoccupied orbital energy = 1.086 eV
E_HOMO = -9.16 eV

Atom charges from the natural (NBO) analysis, given in e for atoms 1 to 4: -0.62 -0.24 -0.22 -0.87

---

| no. | E (Eh) |
| --- | --- |
| 1 | -382.6410 |
| 2 | -307.6255 |
| 3 | -687.0334 |
| 4 | -344.2799 |
| 5 | -548.8643 |
| 6 | -673.3397 |